Entry 1:
C33H50F5NO17 | ωB97M-V/def2-TZVPD

Cartesian coordinates (Å):
C  3.769  -2.388  3.142
C  3.794  -1.582  1.840
C  2.381  -1.373  1.298
C  2.381  -0.950  -0.183
C  2.950  0.489  -0.305
C  2.159  1.432  -1.225
C  0.644  1.439  -0.980
C  -0.133  0.610  -2.011
C  -1.506  0.155  -1.475
C  -2.390  1.315  -0.986
C  -3.232  1.042  0.281
C  -3.439  -0.414  0.693
C  -4.375  -1.140  -0.320
C  -5.801  -1.325  0.231
C  -6.420  -2.713  -0.132
N  -7.432  -3.098  0.859
C  -2.790  2.055  1.352
C  -3.977  1.982  2.307
C  -5.115  1.856  1.264
O  -6.248  1.992  1.493
O  -4.602  1.531  0.065
H  4.787  -2.588  3.496
H  3.248  -1.863  3.941
H  3.302  -3.359  2.966
H  4.456  -2.074  1.130
H  4.214  -0.614  2.115
H  1.841  -2.317  1.401
H  1.891  -0.592  1.885
H  3.088  -1.627  -0.664
H  1.400  -1.078  -0.631
H  3.946  0.400  -0.736
H  3.087  0.904  0.694
H  2.397  1.177  -2.256
H  2.540  2.439  -1.050
H  0.360  1.173  0.041
H  0.312  2.469  -1.124
H  0.416  -0.304  -2.238
H  -0.259  1.130  -2.962
H  -2.016  -0.334  -2.306
H  -1.309  -0.608  -0.725
H  -3.081  1.550  -1.797
H  -1.825  2.225  -0.830
H  -3.936  -0.498  1.654
H  -2.509  -0.965  0.803
H  -4.388  -0.626  -1.275
H  -3.964  -2.145  -0.426
H  -6.471  -0.570  -0.178
H  -5.838  -1.261  1.318
H  -5.614  -3.442  -0.179
H  -6.933  -2.650  -1.091
H  -8.153  -2.386  0.891
H  -6.996  -3.141  1.772
H  -2.982  3.006  0.855
H  -1.780  1.981  1.736
H  -3.932  1.114  2.963
H  -4.140  2.813  2.989
C  9.139  -2.883  4.409
C  8.126  -3.753  3.708
O  7.120  -2.828  3.342
C  7.747  -1.625  3.173
O  7.271  -0.695  2.619
O  8.992  -1.641  3.720
F  7.592  -4.673  4.552
H  8.901  -2.747  5.466
H  10.155  -3.261  4.320
H  8.501  -4.254  2.815
C  7.668  -0.372  -2.746
C  6.343  -0.068  -2.100
O  6.211  -1.119  -1.158
C  7.477  -1.488  -0.800
O  7.739  -2.146  0.149
O  8.390  -0.990  -1.674
F  5.321  -0.144  -2.989
H  7.571  -1.081  -3.572
H  8.175  0.517  -3.102
H  6.301  0.892  -1.584
C  -8.641  0.591  -2.284
C  -9.873  0.712  -3.145
O  -10.551  -0.502  -2.886
C  -10.207  -0.884  -1.618
O  -10.778  -1.701  -0.981
O  -9.119  -0.188  -1.185
F  -9.558  0.771  -4.462
H  -7.837  0.054  -2.789
H  -8.265  1.554  -1.944
H  -10.522  1.552  -2.891
C  -7.869  3.167  4.090
C  -7.340  2.113  5.025
O  -8.014  2.403  6.235
C  -9.208  2.980  5.891
O  -10.127  3.111  6.626
O  -9.195  3.371  4.589
F  -6.002  2.244  5.223
H  -7.307  4.100  4.161
H  -7.883  2.840  3.055
H  -7.560  1.088  4.721
C  9.612  2.084  -7.231
C  10.270  1.067  -6.335
O  9.710  1.367  -5.067
C  8.473  1.896  -5.301
O  7.628  2.016  -4.476
O  8.339  2.258  -6.600
F  11.610  1.242  -6.278
H  10.148  3.034  -7.237
H  9.496  1.736  -8.254
H  10.053  0.028  -6.591

Force components x, y, z for each atom (eV/Å):
0.49 -0.26 -0.18
-0.31 0.22 1.08
0.19 -0.26 -0.69
0.81 0.26 0.90
-0.16 -0.49 -0.72
0.20 -0.09 0.92
-0.06 0.57 -1.16
-0.43 -0.56 0.65
0.48 0.38 -0.68
-0.69 -0.88 -0.26
0.60 0.76 -0.05
-0.11 -0.19 -0.66
0.12 -0.30 1.17
-0.15 -0.64 -1.07
-0.26 1.15 0.79
0.23 -0.37 -0.34
-1.22 -0.14 0.40
0.21 -0.16 -0.13
3.37 -0.52 0.98
-3.57 0.55 0.16
-0.20 0.01 -0.25
-0.23 0.09 -0.07
-0.21 -0.02 -0.02
-0.14 -0.01 0.16
-0.02 0.06 -0.22
0.32 0.09 -0.41
-0.21 0.04 0.10
-0.24 -0.16 0.16
-0.24 -0.12 -0.39
-0.08 0.10 0.00
0.17 0.13 0.18
-0.21 0.19 0.01
-0.22 0.02 -0.18
0.11 0.08 -0.15
0.21 -0.23 0.06
-0.06 0.10 0.26
0.12 0.01 -0.15
0.13 0.26 0.06
-0.11 -0.26 0.15
-0.12 0.12 0.19
-0.13 0.06 0.02
0.23 0.03 0.12
0.10 0.29 0.20
0.20 0.19 -0.06
0.10 -0.11 -0.21
0.10 0.01 -0.44
-0.02 0.27 0.27
0.19 0.15 0.08
-0.18 -0.30 -0.01
0.22 -0.18 -0.19
-0.05 -0.07 0.05
-0.14 0.02 0.05
0.88 0.23 -0.12
0.06 -0.17 0.08
-0.22 -0.20 -0.13
-0.03 0.30 -0.29
0.44 0.04 0.07
-0.33 -0.08 0.28
0.67 0.04 -0.13
-0.22 0.44 -0.24
-0.07 0.08 0.22
-0.23 -0.28 -0.03
-0.03 -0.05 -0.06
-0.16 -0.12 -0.03
0.02 0.17 -0.13
-0.07 -0.11 0.04
0.55 0.16 -0.14
-0.24 -0.25 -0.24
0.39 0.26 0.13
0.09 -0.18 0.16
0.02 -0.17 -0.16
-0.42 -0.05 0.13
-0.07 0.00 0.07
-0.24 -0.02 0.05
0.11 -0.15 0.31
-0.12 0.03 -0.07
0.37 0.29 0.28
0.11 -0.27 -0.33
0.04 0.29 0.43
-0.05 -0.31 0.17
0.10 0.05 -0.08
-0.23 -0.02 -0.29
-0.07 0.02 -0.02
-0.13 -0.02 -0.17
-0.06 -0.08 0.21
0.00 0.04 -0.14
-0.14 0.09 -0.61
0.25 0.25 0.21
-0.32 -0.16 -0.35
-0.23 0.20 0.11
0.13 0.02 -0.02
0.21 -0.20 0.33
0.03 -0.08 0.04
0.12 -0.09 0.16
-0.17 0.00 0.03
0.15 -0.03 0.01
-0.12 0.08 -0.43
0.37 0.22 0.14
-0.40 -0.18 -0.28
-0.22 0.29 0.05
0.13 0.18 -0.22
0.20 -0.18 0.23
-0.01 -0.06 0.05
0.12 -0.08 0.13
-0.23 -0.01 0.06
0.12 -0.03 0.02

The value obtained for the gap between HOMO and LUMO is 9.26 eV. The spin multiplicity is 1. For the max |F|, the calculation gives 3.6 eV/A. Its highest occupied orbital energy is -8.96 eV. Its total energy is -3120.6589 Ha. As for the charge: 0. Its SMILES is CCCCCCCCCC[C@@]1(CCCCN)CCC(=O)O1.O=C1OC[C@@H](F)O1.O=C1OC[C@@H](F)O1.O=C1OC[C@@H](F)O1.O=C1OC[C@@H](F)O1.O=C1OC[C@@H](F)O1.

Entry 2:
C33H50N16O3S2 | ωB97M-V/def2-TZVPD

Cartesian coordinates (Å):
O  -1.627  -1.063  -5.232
C  -1.172  -0.172  -5.959
O  0.122  0.252  -5.844
S  0.285  1.936  -5.758
O  -1.842  0.387  -6.985
S  -3.323  1.118  -6.578
H  1.184  2.183  -6.717
H  -3.148  1.374  -5.267
C  2.665  1.679  -2.112
C  2.470  2.849  -2.955
N  2.290  3.771  -3.626
H  3.103  0.875  -2.698
H  3.328  1.926  -1.286
H  1.706  1.351  -1.716
C  -2.325  -1.170  -1.817
C  -2.836  -0.040  -2.572
N  -3.228  0.867  -3.171
H  -1.769  -1.823  -2.487
H  -1.665  -0.821  -1.024
H  -3.153  -1.723  -1.384
C  -3.476  -0.907  1.829
C  -2.195  -1.353  1.304
N  -1.171  -1.707  0.901
H  -4.156  -1.754  1.905
H  -3.331  -0.472  2.813
H  -3.912  -0.162  1.173
C  -3.135  -4.142  4.396
C  -2.918  -2.760  4.793
N  -2.699  -1.659  5.067
H  -3.741  -4.174  3.492
H  -2.168  -4.595  4.188
H  -3.642  -4.688  5.188
C  0.833  -3.795  2.616
C  0.277  -4.912  3.367
N  -0.194  -5.778  3.972
H  0.358  -3.734  1.639
H  0.652  -2.867  3.155
H  1.905  -3.937  2.489
C  -0.951  1.936  5.415
C  -1.268  1.609  4.035
N  -1.512  1.350  2.936
H  -0.447  1.095  5.884
H  -0.298  2.806  5.443
H  -1.864  2.156  5.964
C  3.062  1.176  4.634
C  2.421  0.829  5.893
N  1.925  0.558  6.901
H  3.444  2.192  4.688
H  3.894  0.502  4.449
H  2.346  1.100  3.816
C  -4.359  -3.306  -5.723
C  -4.904  -3.581  -4.404
N  -5.328  -3.800  -3.352
H  -4.003  -2.277  -5.774
H  -3.527  -3.978  -5.919
H  -5.129  -3.459  -6.477
C  -3.778  3.134  0.395
C  -4.778  2.351  1.102
N  -5.540  1.691  1.668
H  -3.971  3.095  -0.675
H  -3.806  4.170  0.718
H  -2.788  2.726  0.596
C  5.882  1.782  7.841
C  6.036  1.891  6.398
N  6.151  1.970  5.250
H  4.987  2.315  8.156
H  5.789  0.734  8.120
H  6.752  2.209  8.334
C  -6.589  -7.243  -4.131
C  -6.321  -7.632  -5.507
N  -6.109  -7.939  -6.601
H  -5.939  -6.415  -3.852
H  -7.625  -6.926  -4.032
H  -6.407  -8.085  -3.467
C  -1.102  5.279  -3.742
C  -1.707  5.159  -2.427
N  -2.210  5.069  -1.392
H  -0.617  6.246  -3.855
H  -0.363  4.489  -3.864
H  -1.873  5.172  -4.503
C  -8.292  1.044  -0.756
C  -8.199  1.054  -2.209
N  -8.124  1.063  -3.362
H  -9.159  1.620  -0.439
H  -8.394  0.021  -0.400
H  -7.395  1.480  -0.320
C  1.863  0.963  -10.461
C  1.096  1.943  -9.706
N  0.479  2.713  -9.104
H  1.738  1.143  -11.527
H  2.917  1.044  -10.206
H  1.512  -0.039  -10.225
C  9.404  2.796  4.107
C  10.717  2.408  3.616
N  11.770  2.076  3.272
H  8.735  1.939  4.092
H  9.490  3.159  5.129
H  8.989  3.582  3.479
C  12.828  -0.676  5.912
C  11.828  0.073  6.658
N  11.030  0.672  7.241
H  12.824  -0.352  4.872
H  13.813  -0.500  6.338
H  12.601  -1.739  5.961

Force components x, y, z for each atom (eV/Å):
1.40 2.32 -1.77
-1.02 -2.56 1.35
-0.54 -0.15 -0.12
-0.11 0.33 0.62
0.62 0.52 0.74
-0.69 -0.07 -0.48
-0.10 -0.44 -0.33
0.29 -0.17 0.04
0.02 -0.04 0.01
-0.23 0.89 -0.61
0.18 -0.71 0.58
0.00 -0.03 0.00
0.01 -0.02 0.02
-0.01 -0.02 0.01
0.10 0.15 -0.19
-0.37 0.85 -0.63
0.35 -0.63 0.58
0.00 -0.02 -0.05
-0.12 -0.05 -0.28
-0.05 -0.07 0.05
0.01 -0.17 -0.03
1.06 -0.37 0.07
-0.89 0.19 0.59
-0.03 0.00 -0.02
0.01 0.04 0.00
-0.05 0.06 -0.05
-0.03 0.04 -0.05
0.26 1.02 0.18
-0.19 -0.82 -0.16
-0.04 -0.01 0.01
-0.10 -0.15 0.08
0.03 -0.04 0.01
0.06 -0.06 -0.04
-0.43 -0.77 0.58
0.48 0.74 -0.57
-0.01 0.08 0.02
-0.03 0.03 -0.04
0.03 0.01 0.00
0.00 -0.02 0.07
-0.27 -0.25 -1.00
0.23 0.29 0.83
-0.01 -0.01 0.05
0.01 0.01 0.03
-0.03 -0.01 -0.01
-0.10 0.00 -0.12
-0.38 -0.26 0.93
0.42 0.25 -0.83
0.05 0.01 -0.04
0.05 0.02 -0.03
-0.03 -0.01 0.01
0.04 0.08 -0.12
-0.34 -0.13 0.95
0.34 0.11 -0.79
0.02 -0.01 0.03
0.02 0.00 -0.03
-0.01 -0.01 -0.02
-0.05 -0.01 -0.04
-0.52 -0.59 0.54
0.43 0.53 -0.48
0.04 0.03 -0.04
0.02 0.03 -0.02
0.02 0.00 0.02
0.01 0.01 0.04
0.13 0.05 -1.04
-0.07 -0.05 0.98
-0.02 -0.01 0.02
-0.01 -0.01 0.02
0.01 -0.01 0.02
0.04 0.05 0.04
0.17 -0.30 -1.01
-0.15 0.27 0.91
-0.03 0.03 0.06
-0.01 0.01 0.02
0.00 -0.01 0.02
0.05 -0.16 -0.13
-0.50 0.03 0.86
0.43 0.07 -0.71
0.02 0.00 0.04
0.08 0.06 -0.06
0.00 0.00 -0.04
0.03 0.02 0.02
0.08 0.00 -1.06
-0.07 0.00 0.97
-0.01 0.01 0.02
0.00 -0.01 0.02
0.00 -0.02 0.05
0.01 -0.02 -0.02
-0.61 0.68 0.54
0.60 -0.62 -0.54
0.01 -0.01 -0.02
0.02 -0.01 -0.01
0.00 -0.02 -0.01
-0.08 0.04 -0.05
1.15 -0.43 -0.19
-0.98 0.28 0.27
-0.05 0.01 0.02
0.00 -0.01 0.03
-0.03 0.01 0.00
0.02 -0.01 -0.05
-0.78 0.60 0.50
0.64 -0.50 -0.50
0.00 0.03 -0.01
0.02 0.00 -0.01
0.01 -0.02 -0.01

The value obtained for the gap between HOMO and LUMO is 9.28 eV. The spin multiplicity is 1. For the max |F|, the calculation gives 3.2 eV/A. Its highest occupied orbital energy is -9.25 eV. Its total energy is -3185.4427 Ha. As for the charge: 0.

Q: Which value of highest occupied orbital energy does entry 2 give?
A: -9.25 eV

Q: What is the max |F| in the second record?
A: 3.2 eV/A

Q: What is the formula in the second record?
A: C33H50N16O3S2

Q: charge of number 1 (C33H50F5NO17)?
A: 0